Entry 1:
Formula: C11H14N6O4
Source: the Open Molecules 2025 dataset
Level of theory: ωB97M-V/def2-TZVPD

Each line ends with the Löwdin charge.
Cartesian coordinates (Å):
O1 1.81970 -1.75250 0.79013  0.032
O2 4.23929 2.02847 0.59873  0.122
N1 -1.77948 1.16773 0.15198  0.105
N2 -3.57729 0.88518 -1.17192  0.122
N3 -4.00198 -1.54008 -0.96335  0.164
O3 3.48238 0.27257 1.78800  0.098
O4 0.80167 2.94226 -0.56181  -0.050
C1 0.86211 -0.96002 0.79266  -0.455
C2 3.46631 1.11629 0.71459  -0.435
C3 -2.54670 1.72416 -0.66332  -0.180
C4 -3.31901 -0.31652 -0.76497  -0.307
C5 -3.45111 -2.52577 -0.37212  -0.172
C6 -2.09113 -0.19637 -0.03611  -0.166
C7 -1.56110 -1.33747 0.53805  -0.156
N4 -2.34418 -2.48213 0.45432  0.122
N5 -0.39155 -1.35024 1.30066  0.022
N6 1.05710 0.32087 0.30823  0.141
C8 -0.32522 -2.34113 2.48802  0.018
C9 1.30316 1.73617 -2.47950  -0.058
C10 2.30143 0.91686 -0.28849  -0.130
C11 1.81503 2.08722 -1.14099  -0.400
H1 2.90814 -0.53605 1.64897  0.088
H2 1.19638 3.61773 0.02797  0.116
H3 -2.50437 2.71403 -0.88437  0.087
H4 -3.84502 -3.49628 -0.49991  0.114
H5 -1.85239 -3.40558 0.62187  0.182
H6 0.14821 0.87313 0.14503  0.118
H7 0.42065 -3.06743 2.21306  0.072
H8 -1.21162 -2.93874 2.79520  0.098
H9 -0.00249 -1.79432 3.33944  0.078
H10 2.11861 1.30861 -3.07149  0.086
H11 0.86589 2.60594 -3.00767  0.104
H12 0.66151 0.81544 -2.48627  0.097
H13 2.61369 0.15898 -1.00672  0.157
H14 2.72338 2.74898 -1.31789  0.163

Values from the calculation:
- HOMO-LUMO gap (eV) = 9.32
- SMILES = C[C@@H](O)[C@H](NC(=O)N(C)c1[nH]cnc2ncnc1-2)C(=O)O
- energy above the lowest of the compared OMol25 structures with the same formula, charge and spin (kJ/mol) = 0.0
- charge = 0
- E_tot (eV) = -28763.85025

---

Entry 2:
Formula: C11H14NO
Source: the Open Molecules 2025 dataset
Level of theory: ωB97M-V/def2-TZVPD

Each line ends with the Löwdin charge.
Cartesian coordinates (Å):
C1 2.47217 -1.82719 -0.69317  -0.170
C2 1.42132 -2.75260 -0.51825  -0.166
C3 2.30601 -0.59428 -0.21086  -0.055
C4 0.18829 -2.29693 -0.09781  -0.088
C5 0.94436 -0.07531 0.22299  -0.197
C6 -0.07805 -0.99021 0.14982  -0.183
C7 -2.19684 -0.15869 -0.63168  -0.124
C8 1.00049 1.22584 0.59589  -0.359
C9 -3.65203 0.19859 -0.71545  -0.072
C10 -0.34090 1.85482 0.89995  -0.109
C11 2.23219 2.12120 0.45612  -0.124
N1 -1.53992 -0.70535 0.36341  -0.269
O1 -2.10313 -1.11027 1.41066  -0.079
H1 3.42652 -2.16833 -1.02168  0.076
H2 1.76086 -3.73154 -0.85300  0.066
H3 3.15183 0.08040 -0.11074  0.066
H4 -0.66550 -3.03091 -0.06926  0.126
H5 -1.51455 0.24668 -1.31723  0.104
H6 -4.08723 0.23353 -1.73342  0.072
H7 -4.01070 1.11928 -0.28035  0.062
H8 -4.23442 -0.49668 -0.17612  0.044
H9 -0.86111 1.02052 1.41418  0.060
H10 -0.99962 2.06399 0.02796  0.050
H11 -0.20460 2.84562 1.54280  0.095
H12 3.13105 1.74475 1.04103  0.072
H13 1.98638 3.01152 0.95370  0.021
H14 2.46713 2.17154 -0.64951  0.081

Values from the calculation:
- HOMO-LUMO gap (eV) = 5.19
- energy above the lowest of the compared OMol25 structures with the same formula, charge and spin (kJ/mol) = 149.9
- charge = -1
- E_tot (eV) = -15167.85011

---

Entry 3:
Formula: C11H14O3Se
Source: the Open Molecules 2025 dataset
Level of theory: ωB97M-V/def2-TZVPD

Each line ends with the Löwdin charge.
Cartesian coordinates (Å):
C1 -2.15561 -1.61331 -1.72770  -0.076
C2 -1.72183 -2.79604 -1.38588  -0.131
C3 -1.35443 0.93942 0.77558  -0.326
C4 0.17829 0.74076 2.59897  -0.717
C5 0.19141 -1.32852 -1.46525  -0.204
C6 -1.09169 -0.52732 -1.39886  -0.267
C7 -0.31587 -2.59659 -0.77938  -0.390
C8 -1.23583 -0.24982 0.12626  -0.408
C9 -1.72424 2.32285 0.28722  -0.008
C10 2.82539 2.49185 1.10521  -0.059
C11 2.42054 1.28011 1.92665  -0.214
O1 -1.07269 0.83603 2.15431  0.027
O2 0.51098 0.52643 3.71414  0.156
O3 1.03403 1.12384 1.72555  0.015
Se1 -0.75057 -1.78278 1.10839  1.119
H1 -3.05059 -1.48839 -2.31211  0.105
H2 -2.31680 -3.66923 -1.15416  0.109
H3 0.56007 -1.67643 -2.40484  0.117
H4 0.92358 -0.76578 -0.88499  0.112
H5 -0.98723 0.28587 -2.12341  0.144
H6 0.30137 -3.48614 -0.54852  0.098
H7 -0.91273 3.05199 0.48773  0.079
H8 -2.70768 2.67031 1.01333  0.160
H9 -2.11867 2.31227 -0.71398  0.059
H10 3.75341 2.91083 1.63544  0.110
H11 2.77074 2.05064 0.09752  0.079
H12 2.05709 3.30105 1.06994  0.082
H13 2.64816 1.38039 2.95722  0.110
H14 2.99641 0.44404 1.59054  0.120

Values from the calculation:
- HOMO-LUMO gap (eV) = 8.49
- SMILES = CCOC(=O)O/C(C)=C1\[Se][C@H]2C=C[C@@H]1C2
- energy above the lowest of the compared OMol25 structures with the same formula, charge and spin (kJ/mol) = 21.5
- charge = 0
- E_tot (eV) = -83119.77509

---

Entry 4:
Formula: C11H15BCaN6O2
Source: the Open Molecules 2025 dataset
Level of theory: ωB97M-V/def2-TZVPD

Each line ends with the Löwdin charge.
Cartesian coordinates (Å):
H1 -0.33798 2.92435 2.07653  0.097
N1 0.14554 1.64411 0.47075  -0.007
B1 0.82655 0.67329 -1.76313  -0.494
N2 0.71941 1.86230 -0.76698  -0.040
C1 1.01928 3.16592 -0.91445  -0.087
Ca1 -0.83491 -0.61888 1.19196  1.242
H2 1.46868 3.51593 -1.83533  0.116
C2 0.64014 3.82644 0.25239  -0.072
H3 0.73504 4.87386 0.47129  0.082
C3 0.09377 2.83232 1.08872  -0.134
H4 1.24845 1.03387 -2.82087  0.114
C4 -1.69918 -2.39940 1.90290  -0.146
H5 -2.02635 -2.77666 2.87564  0.060
H6 -0.60714 -2.58989 1.85902  0.036
H7 -2.23140 -2.92515 1.10495  0.050
N3 -0.60208 0.07358 -1.86668  0.002
N4 1.72558 -0.42456 -1.13164  -0.035
N5 -1.29237 -0.42633 -0.73863  -0.175
N6 1.37368 -1.01100 0.07231  -0.025
C5 -1.37292 -0.03220 -2.95744  -0.058
C6 2.86084 -0.97370 -1.60426  -0.076
H8 -0.99408 0.31207 -3.91180  0.127
H9 3.26845 -0.64276 -2.54665  0.117
C7 -2.59225 -0.60785 -2.59437  -0.058
C8 3.28769 -1.93694 -0.68560  -0.069
C9 -2.50843 -0.84073 -1.21315  -0.127
C10 2.33085 -1.91357 0.35363  -0.139
H10 -3.41647 -0.82349 -3.24886  0.090
H11 4.15385 -2.55835 -0.75906  0.080
H12 -3.25077 -1.28011 -0.55773  0.105
H13 2.30831 -2.49750 1.26367  0.103
H14 -2.17533 -1.10723 1.98729  0.084
O1 -1.52027 0.84367 3.02242  -0.195
C11 -0.56115 0.41615 3.75046  -0.537
O2 0.28993 -0.46138 3.40594  -0.157
H15 -0.47297 0.84982 4.76679  0.126

Values from the calculation:
- HOMO-LUMO gap (eV) = 8.65
- charge = 0
- E_tot (eV) = -43802.00116

---

Entry 5:
Formula: C11H15BClN2O5
Source: the Open Molecules 2025 dataset
Level of theory: ωB97M-V/def2-TZVPD

Each line ends with the Löwdin charge.
Cartesian coordinates (Å):
C1 5.34241 -1.64368 -0.75052  -0.086
C2 4.57876 -0.83741 -1.79703  -0.286
O1 3.74033 -1.62862 -2.61585  -0.158
C3 2.65845 -2.22165 -1.90848  -0.204
C4 1.30313 -1.93050 -2.56166  -0.206
O2 0.30430 -1.83416 -1.56807  -0.046
B1 -0.16534 -0.53522 -1.20223  -1.227
Cl1 1.23068 0.73222 -0.98297  0.570
N1 -0.92582 -0.63312 0.17813  0.196
C5 -1.48359 -1.69147 0.35615  -0.374
O3 -2.13061 -2.64694 0.58128  0.119
O4 -1.14608 -0.07102 -2.24890  -0.019
N2 -1.46232 1.23954 -2.14457  -0.107
O5 -1.99610 1.64342 -3.12352  -0.005
H1 4.74912 -1.75153 0.16004  0.067
H2 6.27022 -1.14889 -0.45750  0.065
H3 5.58118 -2.64827 -1.10196  0.075
H4 3.97880 -0.05585 -1.32082  0.083
H5 5.28424 -0.34372 -2.46825  0.111
H6 2.82118 -3.30286 -1.83680  0.121
H7 2.59758 -1.84831 -0.88381  0.107
H8 1.03379 -2.78573 -3.19146  0.120
H9 1.35726 -1.06023 -3.21744  0.115
C6 -3.13418 2.84198 3.99349  -0.113
C7 -2.38269 1.87851 3.33321  -0.090
C8 -2.86920 1.28234 2.17742  -0.070
C9 -4.10935 1.66000 1.68017  -0.084
C10 -4.86146 2.62496 2.33707  -0.109
C11 -4.37585 3.21460 3.49653  -0.118
H10 -2.75165 3.30413 4.89564  0.092
H11 -1.41228 1.59059 3.71750  0.100
H12 -2.28448 0.52862 1.66282  0.073
H13 -4.48620 1.20053 0.77530  0.103
H14 -5.82725 2.91905 1.94428  0.093
H15 -4.96356 3.96522 4.01120  0.091

Values from the calculation:
- HOMO-LUMO gap (eV) = 9.24
- charge = -1
- E_tot (eV) = -38070.16194

---

Entry 6:
Formula: C11H15Br3CrO2Si
Source: the Open Molecules 2025 dataset
Level of theory: ωB97M-V/def2-TZVPD

Each line ends with the Löwdin spin population.
Cartesian coordinates (Å):
Cr1 1.12842 -0.47025 0.02060  3.838
Br1 2.99875 -1.80979 -1.19303  0.026
C1 2.97013 -1.05517 0.69527  -0.020
Br2 0.33774 1.51388 1.33108  0.026
H1 3.83566 -0.39948 0.74252  0.004
H2 3.10016 -1.90812 1.35541  0.003
C2 1.30110 4.01415 -0.42857  0.001
Si1 0.15186 2.61327 -0.85082  0.011
C3 -1.60346 3.12211 -0.89051  0.001
C4 0.80566 1.88745 -2.41402  0.011
H3 1.09549 4.85594 -1.10200  0.000
H4 2.33833 3.71354 -0.59100  0.000
H5 1.19626 4.35910 0.59952  0.000
H6 -1.71915 3.91505 -1.63351  0.000
H7 -1.90088 3.50775 0.08752  0.000
H8 -2.24493 2.27341 -1.14608  0.000
H9 0.82288 2.75351 -3.08814  0.001
H10 0.18240 1.09486 -2.82591  0.000
H11 1.83535 1.53621 -2.31627  0.004
Br3 -0.49371 -5.29074 3.40690  0.000
C5 -0.85616 -3.91193 2.16672  0.002
C6 -0.12338 -3.83763 0.99781  0.006
C7 -0.39055 -2.80550 0.10413  0.012
C8 -1.38161 -1.86022 0.37130  0.011
C9 -2.12767 -1.97631 1.53754  0.004
C10 -1.86087 -2.99386 2.44292  0.005
C11 -1.61240 -0.68781 -0.56387  0.008
O1 -2.72513 -0.25358 -0.74532  0.003
O2 -0.51064 -0.22747 -1.10769  0.037
H12 0.64019 -4.57333 0.78097  0.000
H13 0.14785 -2.76532 -0.83388  0.003
H14 -2.91222 -1.25490 1.72887  0.000
H15 -2.42545 -3.07882 3.36158  0.000

Values from the calculation:
- HOMO-LUMO gap (spin up / spin down) (eV) = 9.03 / 9.35
- energy above the lowest of the compared OMol25 structures with the same formula, charge and spin (kJ/mol) = 73.4
- charge = 0
- E_tot (eV) = -262174.22044
- spin multiplicity = 5

---

Entry 7:
Formula: C11H15FSi
Source: the Open Molecules 2025 dataset
Level of theory: ωB97M-V/def2-TZVPD

Each line ends with the Löwdin charge.
Cartesian coordinates (Å):
C1 3.77082 2.14407 -0.73311  -0.037
C2 2.37771 2.53200 -0.47597  -0.055
C3 3.93016 0.82282 -1.09341  -0.072
C4 1.38038 1.56486 -0.36924  -0.093
C5 2.85058 -0.05668 -1.20493  -0.124
C6 1.61362 0.20595 -0.84964  -0.287
C7 -2.14943 -1.22202 -2.35422  -0.046
C8 -1.43147 -0.32045 -1.67471  -0.264
C9 -3.12123 -0.11370 2.00755  -0.103
C10 -2.12918 -1.32118 2.29673  -0.356
C11 -0.67180 -0.96787 2.11958  -0.084
F1 0.28597 -2.27228 -1.32932  -0.184
Si1 0.08047 -0.76482 -0.74024  0.721
H1 4.46530 2.92701 -0.67072  0.082
H2 2.16071 3.52225 -0.17399  0.082
H3 4.91128 0.46848 -1.32517  0.098
H4 0.38304 1.92026 -0.24678  0.081
H5 3.03732 -0.96753 -1.62385  0.083
H6 -3.01454 -0.98459 -3.02251  0.083
H7 -1.65028 -2.14435 -2.27681  0.017
H8 -1.82681 0.73231 -1.64188  0.068
H9 -4.15052 -0.65518 2.33161  0.109
H10 -2.95985 0.60756 2.73716  0.027
H11 -3.18115 0.04362 0.93498  0.046
H12 -2.41440 -1.97378 3.14870  0.103
H13 -2.18634 -1.96954 1.38391  0.086
H14 -0.04765 -1.75773 2.44401  0.010
H15 -0.31276 0.00049 2.40226  0.011

Values from the calculation:
- HOMO-LUMO gap (spin up / spin down) (eV) = 7.43 / 7.43
- energy above the lowest of the compared OMol25 structures with the same formula, charge and spin (kJ/mol) = 232.1
- charge = 0
- E_tot (eV) = -22242.35992

---

Entry 8:
Formula: C11H15MgN4
Source: the Open Molecules 2025 dataset
Level of theory: ωB97M-V/def2-TZVPD

Each line ends with the Löwdin charge.
Cartesian coordinates (Å):
C1 1.09459 -4.16460 1.06014  -0.288
Mg1 -0.85106 -3.30883 -0.47294  0.455
N1 -1.86826 -4.52334 -1.86050  -0.085
H1 1.41519 -3.01726 3.60650  0.024
H2 1.51988 -3.73817 3.75405  0.018
H3 2.02606 -3.77629 1.46093  -0.109
H4 1.27704 -4.49369 0.02555  -0.131
H5 0.63137 -4.90319 1.70024  -0.116
H6 -1.78679 -4.20721 -2.82456  0.010
H7 -2.87388 -4.56397 -1.70443  -0.010
H8 -1.59336 -5.50577 -1.90026  0.017
N2 -0.21626 7.25684 1.64558  0.080
C2 -0.12604 6.15846 1.26425  -0.253
C3 -0.06253 4.82469 0.77444  -0.308
C4 -0.59062 3.79261 1.57366  -0.059
C5 -0.56900 2.45927 1.11219  -0.043
C6 -0.01446 2.16778 -0.15343  -0.247
C7 0.49293 3.20458 -0.94840  -0.047
C8 0.44731 4.52543 -0.49013  -0.072
N3 0.15179 0.83722 -0.56616  -0.020
C9 0.79109 0.38036 -1.73334  -0.058
C10 0.53916 -0.94702 -1.82374  -0.157
N4 -0.22947 -1.33551 -0.71784  -0.097
C11 -0.40558 -0.25448 0.03793  -0.166
H9 -1.01879 4.01080 2.56242  0.108
H10 -0.92854 1.64167 1.76022  0.085
H11 0.96127 2.97245 -1.90152  0.081
H12 0.81026 5.32509 -1.12674  0.101
H13 1.22249 1.04219 -2.45804  0.093
H14 0.77703 -1.65611 -2.58706  0.084
H15 -1.02283 -0.20400 0.93099  0.111

Values from the calculation:
- HOMO-LUMO gap (spin up / spin down) (eV) = 3.91 / 4.13
- energy above the lowest of the compared OMol25 structures with the same formula, charge and spin (kJ/mol) = 0.0
- charge = -1
- E_tot (eV) = -23052.80060